(1)
Below is the ion C5H10N3O2 with charge +1 at a distorted geometry, with properties calculated with the ωB97M-V functional and the def2-TZVPD basis.

Frontier orbital gap (eV): 11.483
Multiplicity: 1
E_HOMO (eV): -14.350
Molar mass (g/mol): 144.154
Charge: +1
E_LUMO (hartree): -0.10536
Largest force on an atom (eV/Å): 5.731
Energy above the lowest of the compared OMol25 structures with the same formula, charge and spin (eV): 1.365
SMILES: NC(N)=[NH+]C1(OC=O)CC1

XYZ file:
```
20
Properties=species:S:1:pos:R:3:nbo_charge:R:1
N 0.8881 -0.8956 -2.4033 -0.760
C 0.5945 -0.7553 -1.0652 0.698
N 1.3195 -1.4510 -0.1447 -0.768
N -0.3246 0.0944 -0.7278 -0.568
C -0.4946 0.7880 0.7099 0.375
O 0.5577 1.6533 1.1809 -0.503
C 1.3684 2.3289 0.2572 0.662
O 1.5266 2.1700 -0.9177 -0.554
C -1.9339 1.0642 1.2314 -0.410
C -1.1346 -0.0911 1.7720 -0.447
H 1.7840 -1.4508 -2.5897 0.422
H 0.6562 -0.2758 -3.1011 0.425
H 1.7593 -2.3078 -0.4457 0.417
H 1.0952 -1.5408 0.8077 0.426
H -0.6914 0.7828 -1.4006 0.438
H 2.0640 2.8927 0.8303 0.149
H -2.7322 0.7047 0.5885 0.240
H -2.2413 1.9651 1.6919 0.260
H -0.5556 -0.1617 2.6952 0.253
H -1.5552 -1.1397 1.4612 0.244
```

---

(2)
Below is the ion C5H10N3O2S with charge +1 at a distorted geometry, with properties calculated with the ωB97M-V functional and the def2-TZVPD basis.

Frontier orbital gap (eV): 9.312
Multiplicity: 1
E_HOMO (eV): -13.551
Molar mass (g/mol): 176.221
Charge: +1
E_LUMO (hartree): -0.15578
Largest force on an atom (eV/Å): 3.465
Energy above the lowest of the compared OMol25 structures with the same formula, charge and spin (eV): 2.415
SMILES: C/N=C/[C@@H]1NC(=[NH2+])CS1(=O)=O

XYZ file:
```
21
Properties=species:S:1:pos:R:3:nbo_charge:R:1
C -3.0221 1.1096 -2.0953 -0.451
N -1.8672 1.1458 -1.2777 -0.302
C -0.9989 0.2589 -1.2821 0.017
C -0.0962 0.3503 -0.1153 -0.318
N 1.2721 -0.0744 -0.2652 -0.537
C 2.0345 -0.4218 0.8354 0.560
N 3.3223 -0.8355 0.7417 -0.718
C 1.2639 -0.3093 2.0572 -0.691
S -0.4899 -0.7868 1.3108 2.151
O -1.5394 -0.1738 2.0721 -0.844
O -0.3984 -2.1296 0.9107 -0.875
H -3.7068 0.7726 -1.3265 0.246
H -2.8507 0.4992 -3.0004 0.199
H -3.2754 2.2275 -2.4187 0.235
H -1.0037 -0.7652 -1.8442 0.187
H -0.2244 1.3651 0.4199 0.272
H 1.6025 -0.0956 -1.2073 0.435
H 3.9244 -0.9860 1.5668 0.458
H 3.5232 -1.1525 -0.1837 0.424
H 1.5035 -0.7195 2.9716 0.282
H 1.0266 0.7209 2.1303 0.268
```

---

(3)
Below is a cluster of 2 separate species, C5H10N3O3 in total at a distorted geometry, with properties calculated with the ωB97M-V functional and the def2-TZVPD basis.

Frontier orbital gap (eV): 8.471
Multiplicity: 1
E_HOMO (eV): -12.043
Molar mass (g/mol): 160.153
Charge: +1
E_LUMO (hartree): -0.13126
Largest force on an atom (eV/Å): 4.821
Energy above the lowest of the compared OMol25 structures with the same formula, charge and spin (eV): 4.197

XYZ file:
```
21
Properties=species:S:1:pos:R:3:nbo_charge:R:1
C -1.2736 1.8489 0.4808 0.316
C 1.8003 -0.1188 0.3562 1.012
C -1.1101 -0.4716 0.5333 0.040
C 3.8847 -0.2345 -0.5568 -0.253
C -2.1685 -1.2314 -0.1848 -0.077
N -1.5967 0.7359 1.2017 -0.566
N -0.1531 0.0914 -0.3507 -0.398
N -0.4552 1.4187 -0.4417 -0.340
O 1.8552 -0.3305 1.4951 -0.480
O -3.0033 -0.4173 -0.9283 -0.742
O 2.4820 -0.0204 -0.6469 -0.449
H -1.4897 2.9018 0.6349 0.262
H -0.7109 -1.2111 1.2526 0.230
H 4.0603 -1.0774 0.0707 0.214
H 4.2283 0.6018 -0.0406 0.206
H 4.1980 -0.3196 -1.6225 0.237
H -2.7533 -1.8290 0.5639 0.176
H -1.5305 -1.9460 -0.8613 0.194
H -2.5721 0.5890 1.7525 0.455
H 0.0320 1.9412 -1.2332 0.454
H -3.7239 -0.9212 -1.4749 0.508
```

---

(4)
Below is a cluster of 2 separate species, C5H10N4 in total at a distorted geometry, with properties calculated with the ωB97M-V functional and the def2-TZVPD basis.

Frontier orbital gap (eV): 9.749
Multiplicity: 1
E_HOMO (eV): -9.084
Molar mass (g/mol): 126.163
E_LUMO (hartree): 0.02445
Largest force on an atom (eV/Å): 3.304
Energy above the lowest of the compared OMol25 structures with the same formula, charge and spin (eV): 2.506
SMILES: CC(C)N=C=N.N#CN

XYZ file:
```
19
Properties=species:S:1:pos:R:3:nbo_charge:R:1
C -0.5332 1.5454 -0.4228 -0.611
C -0.6829 0.1190 0.1071 -0.059
C -1.1085 0.2660 1.5323 -0.597
N 0.5238 -0.6487 0.2622 -0.548
C 1.6383 -0.3262 0.5825 0.670
N 2.7880 -0.3743 0.9222 -0.727
H -0.0031 2.1004 0.4034 0.213
H -0.1134 1.6229 -1.4195 0.221
H -1.5000 1.8407 -0.5674 0.209
H -1.4209 -0.5319 -0.3023 0.196
H -0.2845 0.5243 2.1540 0.207
H -1.3612 -0.7176 1.8980 0.210
H -1.9840 0.9587 1.7524 0.202
H 3.6050 -0.1378 0.3829 0.417
N 2.4057 -0.3993 -2.0477 -0.422
C 1.5814 -1.1436 -2.3786 0.449
N 0.6833 -2.0604 -2.8184 -0.848
H 0.0933 -2.6336 -2.2760 0.422
H 1.0599 -2.4070 -3.6200 0.397
```

---

(5)
Below is the ion C5H10N4 with charge +2 at a distorted geometry, with properties calculated with the ωB97M-V functional and the def2-TZVPD basis.

Frontier orbital gap (eV): 10.287
Multiplicity: 1
E_HOMO (eV): -18.339
Molar mass (g/mol): 126.163
Charge: +2
E_LUMO (hartree): -0.29593
Largest force on an atom (eV/Å): 5.300
Energy above the lowest of the compared OMol25 structures with the same formula, charge and spin (eV): 0.099
SMILES: [NH2+]=C=N[C@H]1CNC(=[NH2+])C1

XYZ file:
```
19
Properties=species:S:1:pos:R:3:nbo_charge:R:1
N 3.9752 -0.5673 -0.0873 -0.782
C 2.8116 -0.1289 0.1687 0.765
N 1.7636 0.4616 0.1844 -0.283
C 0.3357 0.4020 0.3629 -0.056
C -0.6664 1.5838 -0.1639 -0.216
N -1.9264 0.9648 -0.1512 -0.521
C -1.8077 -0.3422 -0.1089 0.574
N -2.7442 -1.1782 0.2145 -0.664
C -0.3896 -0.7587 -0.2590 -0.496
H 4.4375 -1.1776 0.7100 0.504
H 4.5177 -0.2786 -0.9944 0.516
H 0.2935 0.6012 1.4457 0.273
H -0.4027 1.8004 -1.2825 0.230
H -0.6709 2.5586 0.3769 0.274
H -2.8204 1.4153 0.1998 0.462
H -2.6830 -2.1227 0.2497 0.439
H -3.7103 -0.7744 0.3329 0.437
H -0.1399 -0.6674 -1.2926 0.269
H -0.1735 -1.7914 0.0946 0.275
```

---

(6)
Below is an isolated molecule of C5H10N4O3 at a distorted geometry, with properties calculated with the ωB97M-V functional and the def2-TZVPD basis.

Frontier orbital gap (eV): 11.130
Multiplicity: 1
E_HOMO (eV): -10.778
Molar mass (g/mol): 174.160
E_LUMO (hartree): 0.01292
Largest force on an atom (eV/Å): 4.751
Energy above the lowest of the compared OMol25 structures with the same formula, charge and spin (eV): 0.551
SMILES: OCC(CO)(CO)n1cnnn1

XYZ file:
```
22
Properties=species:S:1:pos:R:3:nbo_charge:R:1
O 0.3380 -2.5489 -0.1429 -0.730
C 0.4897 -1.3774 -0.9455 -0.090
C 0.2759 -0.0790 -0.1232 0.051
C 0.7685 -0.2027 1.3240 -0.087
O 2.2293 -0.4044 1.3714 -0.696
C 0.8523 1.0942 -0.8714 -0.078
O 0.9642 2.2808 -0.1048 -0.747
N -1.2289 0.1610 -0.0668 -0.213
C -1.9748 1.1761 0.3550 0.160
N -3.1747 0.6388 0.5636 -0.310
N -3.0565 -0.6889 0.3361 -0.035
N -1.9438 -1.0009 -0.0252 -0.099
H -0.6223 -2.4963 0.1363 0.495
H 1.4968 -1.3807 -1.4304 0.199
H -0.2263 -1.4068 -1.7797 0.198
H 0.1001 -0.9422 1.8817 0.193
H 0.6656 0.7606 1.8316 0.211
H 2.3344 -1.1383 0.7858 0.463
H 0.3770 1.3357 -1.8210 0.187
H 1.9316 0.9027 -1.0566 0.191
H 1.1790 3.0712 -0.5677 0.486
H -1.7751 2.2455 0.3499 0.251
```

---

(7)
Below is an isolated molecule of C5H10N4OS at a distorted geometry, with properties calculated with the ωB97M-V functional and the def2-TZVPD basis.

Frontier orbital gap (spin up / spin down) (eV): 7.359 / 7.359
Multiplicity: 1
E_HOMO (spin up / spin down) (eV): -7.480 / -7.479
Molar mass (g/mol): 174.229
E_LUMO (spin up / spin down) (hartree): -0.00443 / -0.00443
Largest force on an atom (eV/Å): 6.305
Energy above the lowest of the compared OMol25 structures with the same formula, charge and spin (eV): 2.532

XYZ file:
```
21
Properties=species:S:1:pos:R:3:nbo_charge:R:1
C 0.4151 -0.5471 0.4462 0.581
C 3.2165 -0.6207 -0.5962 -0.530
C 0.6735 -1.9431 0.1682 -0.318
C -1.3422 1.2407 0.7909 -0.428
C -1.8701 -0.8283 -0.3861 -0.410
N 3.0100 -2.0066 0.1025 -0.235
N 1.8754 -2.4485 0.3140 -0.133
N 2.9619 1.8963 -0.5614 -0.984
N -0.9020 -0.1463 0.4487 -0.419
O 1.2363 0.3847 0.9128 -0.742
S 3.0921 0.8254 0.4743 1.299
H 4.0649 -0.8303 -1.1155 0.243
H 2.2214 -0.5231 -1.0991 0.226
H -0.1515 -2.6076 0.2451 0.213
H -1.2265 1.9302 -0.0185 0.194
H -2.3992 1.3660 1.2324 0.212
H -0.6203 1.6222 1.5610 0.230
H -2.4318 -1.6108 0.2033 0.201
H -2.5128 -0.0519 -0.7604 0.204
H -1.2152 -1.2230 -1.1590 0.216
H 3.0113 2.8516 -0.1762 0.378
```

---

(8)
Below is a structure of composition C5H10N6 at a distorted geometry, with properties calculated with the ωB97M-V functional and the def2-TZVPD basis.

Frontier orbital gap (eV): 9.137
Multiplicity: 1
E_HOMO (eV): -8.328
Molar mass (g/mol): 154.177
E_LUMO (hartree): 0.02974
Largest force on an atom (eV/Å): 11.285
Energy above the lowest of the compared OMol25 structures with the same formula, charge and spin (eV): 5.694

XYZ file:
```
21
Properties=species:S:1:pos:R:3:nbo_charge:R:1
C -2.1774 -1.4757 -0.4072 -0.391
C -2.1106 0.7744 -1.4999 -0.450
C -0.1387 -0.0573 -0.1822 0.627
C 1.4986 -0.7216 0.9977 0.552
C 1.5457 1.3585 0.3746 0.591
H -2.6850 -1.7257 -1.3091 0.195
H -2.9002 -1.5573 0.7708 0.171
H -1.2638 -2.3700 -0.4519 0.232
H -1.2907 1.6291 -1.4810 0.269
H -2.8356 1.2792 -0.8511 0.198
H -2.5271 0.2583 -2.3307 0.202
H 1.4338 -2.5184 1.7034 0.387
H 3.0385 -2.0308 2.1608 0.399
H 3.1953 2.8326 0.4576 0.401
H 1.6190 3.2678 -0.4203 0.402
N -1.4834 -0.2910 -0.5677 -0.443
N 0.4826 -1.1278 0.2743 -0.604
N 1.9086 -1.6812 1.7132 -0.717
N 2.3401 0.3098 0.8821 -0.583
N 1.9765 2.6528 0.4621 -0.794
N 0.3737 1.1943 -0.2956 -0.646
```

---

| no. | total energy (hartree) |
| --- | --- |
| 1 | -510.99171 |
| 2 | -909.12466 |
| 3 | -586.13464 |
| 4 | -415.46476 |
| 5 | -414.88312 |
| 6 | -641.17666 |
| 7 | -888.77442 |
| 8 | -524.92439 |